(1)
{"formula": "C38H30Cl2N5O11Pb", "method": "ωB97M-V with the def2-TZVPD basis set", "homo_lumo_gap_ev": [3.93, 4.76], "e_homo_ha": [-0.1919, -0.1921], "e_lumo_ev": [-1.30, -0.46], "charge": -1, "max_force_ev_per_a": 5.5, "elements": ["Pb", "C", "C", "N", "N", "C", "O", "C", "C", "C", "C", "C", "C", "C", "C", "C", "C", "C", "N", "H", "H", "H", "H", "H", "H", "H", "H", "H", "H", "H", "H", "Cl", "C", "C", "C", "Cl", "C", "O", "C", "C", "O", "C", "H", "H", "H", "H", "C", "C", "C", "C", "C", "C", "C", "C", "C", "C", "O", "O", "H", "H", "H", "H", "H", "H", "H", "H", "H", "H", "H", "O", "C", "O", "C", "C", "C", "C", "C", "C", "N", "O", "O", "N", "O", "O", "H", "H", "H"], "xyz": [[-0.45, 1.74, -0.26], [2.14, -1.61, -1.03], [2.28, -0.37, -0.24], [1.90, -0.30, 0.99], [1.30, -1.36, 1.48], [0.25, -0.93, 2.21], [-0.23, 0.29, 1.94], [-0.57, -1.86, 3.00], [-1.85, -1.35, 3.32], [-2.79, -2.16, 3.92], [-2.51, -3.50, 4.11], [-1.22, -4.02, 3.85], [-0.25, -3.22, 3.29], [3.02, 0.79, -0.69], [4.26, 0.68, -1.34], [4.88, 1.77, -2.00], [4.33, 3.03, -1.86], [3.26, 3.10, -0.95], [2.61, 2.05, -0.44], [1.25, -1.81, -1.67], [3.02, -1.72, -1.68], [2.14, -2.38, -0.27], [-2.03, -0.30, 3.15], [-3.73, -1.70, 4.20], [-3.29, -4.18, 4.50], [-0.99, -5.02, 4.21], [0.77, -3.64, 3.14], [4.67, -0.35, -1.31], [5.82, 1.51, -2.50], [4.78, 3.85, -2.43], [2.76, 4.03, -0.70], [-0.09, 3.01, -8.77], [-0.33, 2.64, -7.09], [-0.33, 1.28, -6.72], [-0.07, 1.04, -5.40], [-0.15, -0.61, -4.97], [0.14, 2.09, -4.40], [0.24, 1.61, -3.25], [-0.16, 3.43, -4.74], [-0.52, 4.24, -3.50], [-1.43, 3.89, -2.77], [-0.42, 3.67, -6.12], [-0.43, 0.46, -7.43], [0.09, 5.14, -3.30], [-0.65, 4.65, -6.55], [-2.24, 2.56, 0.29], [-5.76, -5.70, 0.93], [-5.02, -4.64, 0.14], [-5.48, -3.35, -0.08], [-4.67, -2.37, -0.65], [-5.20, -1.07, -1.15], [-3.33, -2.74, -0.76], [-2.84, -4.06, -0.72], [-1.46, -4.52, -1.12], [-3.78, -4.98, -0.38], [-2.30, -1.70, -1.12], [-1.15, -1.83, -0.54], [-2.85, -0.96, -1.90], [-6.43, -5.25, 1.68], [-5.05, -6.34, 1.42], [-6.43, -6.34, 0.32], [-6.50, -3.08, 0.17], [-6.09, -0.77, -0.57], [-5.55, -1.22, -2.18], [-4.48, -0.25, -1.13], [-0.66, -4.04, -0.55], [-1.40, -4.38, -2.21], [-1.43, -5.60, -0.90], [-3.60, -6.05, -0.50], [0.89, 5.21, 1.68], [0.85, 4.34, 2.65], [-0.20, 3.85, 3.13], [2.19, 3.94, 3.20], [3.24, 4.84, 3.02], [4.51, 4.22, 3.15], [4.79, 2.88, 3.31], [3.68, 2.10, 3.48], [2.40, 2.67, 3.70], [3.80, 0.72, 3.67], [3.26, 0.30, 4.70], [4.44, 0.04, 2.85], [5.68, 4.97, 3.30], [6.74, 4.41, 3.64], [5.52, 6.18, 3.18], [3.08, 5.92, 2.83], [5.80, 2.51, 3.20], [1.58, 1.98, 3.91]], "lowdin_charge": [1.26, 0.00, -0.29, 0.09, 0.16, -0.32, -0.20, -0.13, -0.01, -0.08, -0.07, -0.09, -0.02, -0.26, 0.00, -0.06, -0.06, -0.12, 0.06, 0.10, 0.08, 0.08, 0.13, 0.11, 0.11, 0.10, 0.12, 0.12, 0.11, 0.11, 0.11, 0.71, -0.64, -0.15, -0.55, 0.80, -0.38, -0.06, -0.06, -0.16, 0.06, -0.02, 0.11, 0.14, 0.11, -0.16, -0.07, -0.28, -0.02, -0.20, -0.06, -0.06, -0.21, -0.04, -0.05, -0.64, -0.08, -0.02, 0.07, 0.05, 0.08, 0.11, 0.07, 0.10, 0.07, 0.07, 0.09, 0.07, 0.11, -0.11, -0.65, -0.05, -0.12, 0.11, -0.16, 0.07, -0.17, 0.10, -0.34, 0.08, 0.06, -0.35, 0.04, 0.07, 0.14, 0.14, 0.14]}

(2)
{"formula": "C20H22N2O4", "method": "ωB97M-V with the def2-TZVPD basis set", "homo_lumo_gap_ev": 9.42, "e_homo_ha": -0.3268, "smiles": "CC[C@H](C)[C@@H](NC(=O)c1ccccc1NC(=O)c1ccccc1)C(=O)O", "e_lumo_ev": 0.52, "max_force_ev_per_a": 0.7, "elements": ["C", "C", "C", "C", "C", "N", "C", "O", "C", "C", "C", "C", "C", "C", "N", "C", "O", "C", "C", "C", "C", "C", "C", "C", "O", "O", "H", "H", "H", "H", "H", "H", "H", "H", "H", "H", "H", "H", "H", "H", "H", "H", "H", "H", "H", "H", "H", "H"], "xyz": [[-5.84, -2.08, -0.37], [-4.31, -2.02, -0.40], [-3.77, -0.59, -0.26], [-4.17, 0.30, -1.43], [-2.23, -0.64, -0.16], [-1.68, 0.69, 0.03], [-0.59, 1.09, -0.67], [-0.20, 0.54, -1.68], [0.04, 2.34, -0.17], [-0.70, 3.50, 0.02], [-0.09, 4.69, 0.36], [1.29, 4.73, 0.51], [2.05, 3.59, 0.35], [1.43, 2.38, 0.02], [2.19, 1.22, -0.11], [1.82, -0.01, 0.37], [0.82, -0.18, 1.05], [2.75, -1.11, 0.03], [3.39, -1.17, -1.20], [4.23, -2.23, -1.50], [4.43, -3.23, -0.57], [3.79, -3.19, 0.66], [2.94, -2.13, 0.95], [-1.79, -1.47, 1.04], [-2.04, -1.18, 2.18], [-1.09, -2.54, 0.69], [-6.22, -1.60, 0.53], [-6.17, -3.12, -0.38], [-6.27, -1.59, -1.24], [-3.93, -2.63, 0.42], [-3.95, -2.45, -1.33], [-4.15, -0.16, 0.68], [-3.88, -0.16, -2.37], [-3.68, 1.27, -1.35], [-5.25, 0.46, -1.43], [-1.79, -1.05, -1.07], [-1.81, 1.07, 0.96], [-1.77, 3.47, -0.13], [-0.67, 5.58, 0.50], [1.78, 5.66, 0.76], [3.12, 3.61, 0.48], [3.12, 1.32, -0.47], [3.21, -0.40, -1.95], [4.71, -2.28, -2.46], [5.09, -4.06, -0.80], [3.94, -3.97, 1.38], [2.42, -2.08, 1.90], [-0.74, -2.99, 1.48]], "lowdin_charge": [-0.10, -0.22, -0.33, -0.05, -0.20, 0.12, -0.46, 0.09, -0.07, -0.02, -0.08, -0.08, -0.01, -0.17, 0.15, -0.41, 0.10, -0.13, -0.03, -0.08, -0.08, -0.07, -0.02, -0.52, 0.12, 0.13, 0.08, 0.07, 0.06, 0.11, 0.12, 0.15, 0.09, 0.07, 0.07, 0.16, 0.16, 0.12, 0.10, 0.10, 0.11, 0.15, 0.12, 0.10, 0.10, 0.10, 0.12, 0.14]}

(3)
{"formula": "H10O5Xe", "method": "ωB97M-V with the def2-TZVPD basis set", "homo_lumo_gap_ev": 11.10, "e_homo_ha": -0.4067, "e_lumo_ev": 0.03, "max_force_ev_per_a": 0.6, "elements": ["Xe", "O", "H", "H", "O", "H", "H", "O", "H", "H", "O", "H", "H", "O", "H", "H"], "xyz": [[0.28, 0.91, 0.52], [-1.62, -2.93, 1.02], [-1.08, -2.58, 1.73], [-1.14, -2.74, 0.22], [0.79, 2.24, -3.06], [-0.01, 2.42, -2.56], [0.96, 1.31, -2.91], [3.92, -0.45, 2.21], [3.64, 0.47, 2.30], [3.72, -0.67, 1.30], [0.48, -0.55, -2.81], [0.35, -1.34, -2.28], [-0.21, -0.60, -3.47], [-3.21, 1.74, 2.32], [-4.13, 1.52, 2.47], [-2.74, 1.25, 2.99]], "lowdin_charge": [0.17, -0.06, 0.02, 0.01, -0.08, 0.01, -0.03, -0.07, 0.02, 0.02, -0.08, 0.03, 0.06, -0.07, 0.03, 0.02]}

Repeat the second record exactly.
{"formula": "C20H22N2O4", "method": "ωB97M-V with the def2-TZVPD basis set", "homo_lumo_gap_ev": 9.42, "e_homo_ha": -0.3268, "smiles": "CC[C@H](C)[C@@H](NC(=O)c1ccccc1NC(=O)c1ccccc1)C(=O)O", "e_lumo_ev": 0.52, "max_force_ev_per_a": 0.7, "elements": ["C", "C", "C", "C", "C", "N", "C", "O", "C", "C", "C", "C", "C", "C", "N", "C", "O", "C", "C", "C", "C", "C", "C", "C", "O", "O", "H", "H", "H", "H", "H", "H", "H", "H", "H", "H", "H", "H", "H", "H", "H", "H", "H", "H", "H", "H", "H", "H"], "xyz": [[-5.84, -2.08, -0.37], [-4.31, -2.02, -0.40], [-3.77, -0.59, -0.26], [-4.17, 0.30, -1.43], [-2.23, -0.64, -0.16], [-1.68, 0.69, 0.03], [-0.59, 1.09, -0.67], [-0.20, 0.54, -1.68], [0.04, 2.34, -0.17], [-0.70, 3.50, 0.02], [-0.09, 4.69, 0.36], [1.29, 4.73, 0.51], [2.05, 3.59, 0.35], [1.43, 2.38, 0.02], [2.19, 1.22, -0.11], [1.82, -0.01, 0.37], [0.82, -0.18, 1.05], [2.75, -1.11, 0.03], [3.39, -1.17, -1.20], [4.23, -2.23, -1.50], [4.43, -3.23, -0.57], [3.79, -3.19, 0.66], [2.94, -2.13, 0.95], [-1.79, -1.47, 1.04], [-2.04, -1.18, 2.18], [-1.09, -2.54, 0.69], [-6.22, -1.60, 0.53], [-6.17, -3.12, -0.38], [-6.27, -1.59, -1.24], [-3.93, -2.63, 0.42], [-3.95, -2.45, -1.33], [-4.15, -0.16, 0.68], [-3.88, -0.16, -2.37], [-3.68, 1.27, -1.35], [-5.25, 0.46, -1.43], [-1.79, -1.05, -1.07], [-1.81, 1.07, 0.96], [-1.77, 3.47, -0.13], [-0.67, 5.58, 0.50], [1.78, 5.66, 0.76], [3.12, 3.61, 0.48], [3.12, 1.32, -0.47], [3.21, -0.40, -1.95], [4.71, -2.28, -2.46], [5.09, -4.06, -0.80], [3.94, -3.97, 1.38], [2.42, -2.08, 1.90], [-0.74, -2.99, 1.48]], "lowdin_charge": [-0.10, -0.22, -0.33, -0.05, -0.20, 0.12, -0.46, 0.09, -0.07, -0.02, -0.08, -0.08, -0.01, -0.17, 0.15, -0.41, 0.10, -0.13, -0.03, -0.08, -0.08, -0.07, -0.02, -0.52, 0.12, 0.13, 0.08, 0.07, 0.06, 0.11, 0.12, 0.15, 0.09, 0.07, 0.07, 0.16, 0.16, 0.12, 0.10, 0.10, 0.11, 0.15, 0.12, 0.10, 0.10, 0.10, 0.12, 0.14]}

- Which formula does entry 2 have?
  C20H22N2O4